C13H11Cl2F6NO7PdS3 | ωB97M-V/def2-TZVPD

E in eV: -106812.2791
Frontier orbital gap (spin up / spin down) in eV: 7.15 / 5.14
E_HOMO (spin up / spin down) in eV: -8.6076 / -9.1428
Spin multiplicity: 3
⟨S²⟩: 2.0458
Energy above the lowest of the compared OMol25 structures with the same formula, charge and spin in eV: 2.583

Last column: Mulliken spin population.
Atoms and positions in Å:
1 Pd -0.0423 -1.1302 0.1064  0.925
2 Cl -4.6535 4.3813 0.3321  0.042
3 C -3.6299 3.0405 0.6314  0.207
4 C -2.8333 3.0350 1.7782  -0.089
5 C -2.0293 1.9554 2.0408  0.168
6 Cl -1.0945 1.9499 3.4596  0.037
7 C -1.9479 0.8129 1.1743  0.073
8 O -1.2277 -0.1810 1.5143  0.350
9 C -2.7435 0.8891 -0.0267  0.097
10 C -2.6665 -0.1393 -1.0398  0.013
11 O -2.0519 -1.2016 -0.9791  0.072
12 C -3.5766 1.9869 -0.2593  -0.052
13 H -2.8401 3.8763 2.4505  -0.001
14 H -3.2362 0.0878 -1.9576  0.002
15 H -4.1753 2.0079 -1.1568  -0.001
16 F 1.2404 -3.1765 1.2775  0.002
17 C 0.9532 -3.6112 0.0061  -0.001
18 F 1.4045 -4.8472 -0.0959  0.000
19 F -0.3894 -3.6441 0.0126  -0.002
20 S 2.0584 -2.4717 -1.1100  -0.008
21 O 1.2952 -1.3067 -1.5161  0.047
22 O 3.0862 -2.1785 -0.1626  0.002
23 N 2.5192 -3.3271 -2.3167  0.004
24 S 1.2281 -3.5948 -3.2378  0.002
25 O 0.0852 -3.6052 -2.3713  -0.002
26 O 1.4202 -4.6508 -4.1637  0.000
27 C 1.0155 -2.0195 -4.2702  -0.001
28 F 2.0715 -1.2148 -4.1639  0.000
29 F 0.8701 -2.3200 -5.5592  0.000
30 F -0.0696 -1.3541 -3.8911  0.000
31 O 1.3286 1.2862 1.2612  0.006
32 S 1.7690 -0.0971 1.4611  0.065
33 C 3.5311 -0.0590 2.0199  0.033
34 C 3.5901 -1.2123 2.9920  -0.001
35 C 2.4131 -1.0457 3.9550  0.001
36 C 1.1968 -0.6330 3.1402  0.001
37 H 3.6706 0.9174 2.4809  0.007
38 H 4.1688 -0.1978 1.1536  -0.003
39 H 4.5336 -1.2360 3.5367  0.002
40 H 3.4948 -2.1417 2.4298  0.000
41 H 2.6490 -0.2735 4.6876  0.000
42 H 2.2241 -1.9719 4.4954  0.000
43 H 0.6649 0.2158 3.5599  0.005
44 H 0.4909 -1.4490 2.9769  -0.001